[1]
This record from the OMol25 dataset describes a structure of composition C16H25CoIN2Si. The level of theory is ωB97M-V/def2-TZVPD.

Each line ends with the Mulliken charge.
Element x y z (Å)
I  2.4460  -0.0830  -0.8606  -0.38
C  -0.5229  -0.7263  -3.0797  0.51
H  -1.5661  1.4477  3.4580  0.31
C  -4.4489  1.2948  2.0296  -1.10
C  0.1028  3.3810  -2.6396  -0.69
C  -0.4031  0.7207  -3.0737  0.46
H  -0.3954  -1.0135  2.3211  -0.05
H  1.4552  -0.8050  2.4887  0.30
C  -3.6701  -1.7142  2.3441  -1.05
C  -0.5485  -2.9611  -3.9005  -0.51
C  0.0524  2.8947  -3.9479  -0.51
H  -2.5697  0.3296  4.4216  0.48
C  -0.1889  1.5626  -4.1510  -0.72
H  -4.1493  -1.7685  3.3318  0.32
Si  -3.0779  0.0373  2.0111  0.24
H  -4.0551  2.2997  1.8649  0.31
H  -0.6728  -2.8372  -0.4724  0.34
C  0.5711  -0.6483  1.8815  -0.62
H  0.2061  3.5756  -4.7866  0.41
H  -2.5572  1.1914  -0.1128  0.27
N  -0.3722  1.2304  -1.8019  0.48
H  0.3184  4.4001  -2.4263  0.43
C  -0.6343  -2.5458  -1.5360  -0.03
H  -4.3995  -2.0163  1.5794  0.31
H  -0.0645  2.8254  -0.5231  0.36
H  -0.3444  1.4240  1.7206  0.01
H  0.6607  1.0605  2.9922  0.59
H  -0.6682  -4.4748  -2.3584  0.43
H  -4.9736  1.2816  2.9907  0.30
H  -0.2161  1.1148  -5.1307  0.40
H  -2.8113  -0.5061  -0.3630  0.53
H  -0.5265  -3.6866  -4.7363  0.38
C  -0.4917  -1.6264  -4.1226  -0.53
C  -0.6276  -3.4406  -2.6023  -0.73
H  0.8400  -1.4622  1.1506  0.28
H  -5.1628  1.0749  1.2342  0.29
N  -0.5658  -1.2515  -1.8147  0.49
H  -1.1011  -0.2463  3.6633  0.47
C  -0.1252  2.5158  -1.5733  0.01
C  -1.9593  0.4241  3.5195  -1.25
H  1.4232  1.3011  1.4302  0.36
H  -0.4157  -1.1966  -5.1039  0.42
Co  -0.4369  -0.0216  -0.5513  -0.75
C  -2.2784  0.1630  0.2790  -0.85
H  -2.8358  -2.4382  2.3291  0.30
C  0.5715  0.9132  1.9599  -1.02

Highest occupied orbital energy (alpha / beta): -7.317 / -7.524 eV
2S+1: 4
Net charge: 0
ΔE to the lowest compared entry with this formula, charge and spin: 0.0 kcal/mol
Molar mass: 459.31 g mol⁻¹
HOMO-LUMO gap (alpha / beta): 6.4 / 6.6 eV

[2]
This record from the OMol25 dataset describes a structure of composition C16H25CrN5OS. The level of theory is ωB97M-V/def2-TZVPD.

Each line ends with the Mulliken charge.
Element x y z (Å)
O  -0.5533  -1.2364  -2.4540  -0.06
H  -1.8053  -2.4955  4.2344  0.25
H  1.4250  0.7362  0.2685  0.23
C  -1.7536  -2.9828  1.4044  -0.36
C  -0.0629  3.4618  -2.1988  -1.72
H  1.8140  2.8399  0.6302  0.41
H  3.0487  2.1403  -1.3775  0.40
C  -0.3303  -2.3234  -3.3834  -0.31
H  0.2263  4.5081  -2.2096  0.43
H  0.3527  -2.6550  -5.3905  0.41
H  1.4106  -1.6076  -4.4606  0.32
H  0.0385  3.0319  0.5827  0.46
C  -2.4046  -4.1567  1.6734  -0.24
H  -0.9027  -0.5450  6.1241  0.43
H  2.0286  0.0407  -1.0939  0.31
C  2.3222  2.6809  -1.9838  -1.62
H  0.2852  -3.0544  -2.8521  0.36
H  -1.1686  -0.6302  -2.8944  0.20
C  0.3712  -1.8592  -4.6521  -1.26
C  0.1922  1.0844  5.2477  -0.49
N  -0.5083  -0.9800  1.7338  -0.05
S  -2.7564  -4.9909  0.2269  -0.01
H  -1.3012  -2.7622  -3.6359  0.36
N  0.3889  1.2714  -1.3387  -0.09
C  0.9271  2.6612  -1.3558  1.40
N  -1.5451  -2.7383  0.0642  -0.15
C  0.5804  1.0176  2.8553  0.43
H  -0.1277  -0.9960  -5.0854  0.35
H  1.1031  4.3029  0.0119  0.53
H  -0.0807  3.1086  -3.2271  0.42
Cr  -0.3975  -1.0939  -0.2836  1.02
H  2.3083  2.2584  -2.9867  0.38
H  1.2787  2.5580  4.1405  0.46
H  -1.9711  -3.7603  -1.7267  0.35
C  0.9712  3.2271  0.0606  -1.91
N  -1.3272  -1.8634  3.6114  0.01
H  1.0172  1.4571  1.9793  -0.39
H  -2.6842  -4.5605  2.6259  0.41
C  -0.1516  -0.1651  2.7911  0.49
H  0.3281  1.6064  6.1812  0.42
H  -1.0598  3.3841  -1.7732  0.42
C  -2.0272  -3.7224  -0.6560  -0.13
C  -0.6726  -0.7147  3.9866  0.40
H  2.6681  3.7059  -2.0662  0.44
C  -1.2188  -1.9755  2.2743  0.12
H  0.3477  0.9696  -2.3133  0.33
N  1.1489  0.2931  -0.6129  -0.19
C  0.7311  1.6308  4.0800  -0.83
C  -0.5032  -0.1069  5.2239  -1.13

Highest occupied orbital energy (alpha / beta): -14.468 / -14.494 eV
2S+1: 5
Net charge: +2
ΔE to the lowest compared entry with this formula, charge and spin: 7.7 kcal/mol
Molar mass: 387.47 g mol⁻¹
HOMO-LUMO gap (alpha / beta): 8.3 / 8.3 eV

[3]
This record from the OMol25 dataset describes a cluster of 2 separate species, C16H25F3INO5S in total. The level of theory is ωB97M-V/def2-TZVPD.

Each line ends with the Mulliken charge.
Element x y z (Å)
C  0.8769  -5.8090  0.7564  -0.71
C  0.4329  -2.7085  1.6702  -0.56
C  1.0953  -4.7689  2.8910  -1.49
I  -1.2508  -4.5267  5.2300  0.19
C  -0.3177  0.8054  0.6768  -0.83
O  -1.0605  2.5331  -3.5235  -0.42
H  -1.0971  2.3902  -0.5858  0.38
C  0.2018  -3.5624  2.7406  1.32
H  0.9359  2.1051  -3.6433  0.42
H  -2.9227  0.3504  -4.6405  0.27
H  -0.8706  -0.9488  -0.4664  0.29
H  1.8302  -5.3311  0.5285  0.33
H  -3.3924  -2.5818  4.4528  0.52
O  2.7596  4.0092  -1.8255  -0.68
H  -2.4265  -1.2607  5.1605  0.33
H  0.9049  -6.8215  0.3788  0.28
H  0.5417  3.2631  -2.4107  0.37
H  -3.3205  2.0169  -4.2142  0.30
C  0.2007  2.3539  -2.8791  -0.94
C  -2.7056  1.3933  -4.8510  -1.16
N  -1.3456  -1.3488  2.3197  0.04
H  -1.2953  0.9603  1.1398  0.14
H  1.2479  -2.9079  0.9989  0.50
H  0.4155  1.0466  1.4404  0.29
C  0.1459  1.2245  -1.8652  -0.05
C  -1.6373  -2.1296  3.3798  0.97
H  -0.6627  0.8102  -4.5597  0.31
H  -3.4172  -1.0141  3.7049  0.38
O  1.3398  4.5966  0.0669  -0.71
F  2.6472  6.9365  -1.2485  -0.23
H  0.5792  2.5211  -0.2249  -0.35
H  -0.8639  2.2523  -5.5553  0.39
H  1.1391  -5.1008  3.9175  0.56
S  2.6896  4.4253  -0.4387  1.29
H  1.1058  0.7157  -1.8234  0.30
C  3.3716  6.1313  -0.4580  0.58
H  0.0945  -5.2523  0.2422  0.28
H  -1.9165  -0.5226  2.1817  0.21
C  -2.7844  -1.7129  4.2437  -1.74
H  0.8370  -0.8259  -0.1040  0.32
H  2.1077  -4.4948  2.5875  0.44
C  -1.2298  1.7345  -4.6689  -0.22
C  -0.1521  -0.6653  0.3012  -0.26
C  -0.8602  -3.2676  3.6100  -0.56
F  3.3756  6.6658  0.7713  -0.24
O  0.6306  -5.8665  2.1477  -0.32
H  -3.0067  1.5836  -5.8776  0.32
C  -0.3567  -1.5841  1.4490  0.00
O  3.5780  3.7101  0.4515  -0.72
C  -0.1894  1.8033  -0.4910  -0.15
H  -0.6350  0.5307  -2.1730  0.25
F  4.6321  6.1433  -0.9112  -0.23

Highest occupied orbital energy: -7.857 eV
Net charge: 0
ΔE to the lowest compared entry with this formula, charge and spin: 0.0 kcal/mol
Molar mass: 527.34 g mol⁻¹
HOMO-LUMO gap: 5.7 eV

[4]
This record from the OMol25 dataset describes a cluster of 3 separate species, C16H25F6N4O5 in total. The level of theory is ωB97M-V/def2-TZVPD.

Each line ends with the Mulliken charge.
Element x y z (Å)
C  5.2044  -6.7120  -0.6981  0.91
F  -4.4114  3.6227  -1.2538  -0.25
F  6.0795  -6.0426  -1.4519  -0.24
H  -6.9171  -0.0533  -3.0711  0.32
N  -1.1687  3.1423  -0.4260  -0.15
C  0.1803  0.6916  1.4912  0.58
C  3.3317  0.9618  2.3949  -0.91
H  -6.8615  -1.2034  -4.4128  0.37
C  -0.0426  5.1545  1.6667  -0.11
C  -0.6096  4.0087  2.5283  -0.48
H  1.1126  6.8946  1.7338  0.28
F  -2.9560  3.3721  -2.8327  -0.27
H  -0.6753  3.8719  -0.9133  0.24
H  1.5570  -0.8108  -0.0908  0.35
F  -4.9709  4.0024  -3.2951  -0.24
N  0.1342  1.6314  2.4506  -0.19
H  2.0620  -4.0468  0.1687  0.24
H  0.8271  -4.2720  1.4169  0.35
H  4.3032  0.5691  2.7181  0.38
H  -2.0977  2.8993  -0.7427  0.10
C  2.9048  0.4824  0.9631  -0.50
H  -1.6570  4.1922  2.8035  0.24
O  -4.7742  1.4167  -3.9592  -0.30
H  0.0449  3.9837  3.4181  0.38
H  -0.4930  5.3992  0.6979  0.37
H  3.4268  2.0657  2.3328  0.23
H  1.9085  -6.3791  2.1418  0.33
C  4.3620  -5.7698  0.1691  0.35
H  2.5325  0.7943  3.1390  0.19
C  1.0240  5.8499  2.0538  -0.74
C  2.4714  -5.6594  1.5496  -0.25
C  -4.2577  3.1880  -2.5140  0.90
O  -4.8248  0.9626  -1.7595  -0.52
H  -4.5295  -0.6363  -3.6484  0.31
C  -6.6022  -0.1906  -4.1060  -1.11
H  2.6065  1.3247  0.3127  0.34
F  4.4416  -7.4430  -1.5262  -0.24
F  5.9026  -7.5707  0.0626  -0.25
H  3.8305  0.0889  0.4981  0.44
N  -0.2841  1.0860  0.3222  -0.50
N  -0.4037  2.7046  1.8370  0.47
H  2.3735  -1.6301  1.2727  0.31
H  0.4294  1.5653  3.4174  0.37
O  3.3200  -6.4238  0.6796  -0.31
C  -4.6667  1.7199  -2.6740  0.41
H  3.0702  -5.0688  2.2444  0.31
C  1.9000  -0.6881  0.9543  -0.52
H  1.8285  5.4173  2.6662  0.24
O  0.7016  -0.4947  1.7833  -0.45
C  1.5197  -4.7917  0.7533  -1.04
O  4.6282  -4.6212  0.3816  -0.52
H  -7.1690  0.5187  -4.7105  0.31
C  -5.1155  0.0479  -4.2632  -0.20
H  -4.8222  -0.1170  -5.2985  0.32
H  0.9473  -5.3958  0.0484  0.37
C  -0.6558  2.3905  0.5759  -0.02

Highest occupied orbital energy: -13.145 eV
Net charge: +1
Molar mass: 467.39 g mol⁻¹
HOMO-LUMO gap: 10.4 eV

The calculation returns the following energy values, one per record and in order: -2704.0751 -2415.9024 -2051.0240 -1818.8191 Ha.